Record 1
A molecular structure, C16H24FeN7O2, computed with ωB97M-V with the def2-TZVPD basis set.

```
50
Properties=species:S:1:pos:R:3:forces:R:3
Fe -0.1232 0.0692 0.1719 0.23 0.02 0.67
C 0.0748 -4.4504 -0.9312 0.01 -0.02 0.04
C 0.1947 -2.9744 -0.7312 0.58 -0.05 0.10
N -0.7082 -2.1016 -0.8604 -0.15 0.34 -0.15
C -2.0579 -2.3335 -1.3545 0.08 0.06 0.06
C -2.8781 -1.1013 -1.1023 0.01 -0.01 0.12
N -2.2308 0.1146 -1.1985 -0.06 0.13 -0.07
C -2.8455 1.4063 -0.9664 0.10 -0.15 0.04
C -2.5379 1.9502 0.4299 0.03 0.02 0.04
N -1.0900 1.9830 0.7089 -0.05 -0.24 -0.34
C -0.3302 3.0922 0.0843 0.00 0.05 0.13
C 0.4657 2.6560 -1.1477 0.00 -0.20 0.06
N 1.0545 1.3509 -0.8750 -0.18 0.09 -0.13
C 2.3089 1.1186 -0.8465 0.28 -0.38 -0.03
C 3.3845 2.1197 -1.1304 0.01 -0.02 0.03
C 2.6498 -0.3288 -0.5536 -0.05 0.47 -0.08
C 3.8921 -0.9076 -0.3498 0.06 0.00 -0.06
C 3.9294 -2.2829 -0.1472 -0.03 -0.09 0.00
C 2.7679 -3.0501 -0.2172 0.20 -0.06 -0.06
C 1.5764 -2.3832 -0.4401 -0.60 -0.30 -0.18
N 1.5626 -1.0737 -0.5430 -0.38 0.22 0.31
H -0.9342 -4.7428 -1.2072 -0.01 -0.01 0.00
H 0.3503 -4.9752 -0.0134 -0.01 0.01 -0.01
H 0.7607 -4.7859 -1.7115 -0.01 0.02 0.00
H -2.5448 -3.2098 -0.9184 -0.01 0.00 0.05
H -1.9716 -2.5275 -2.4353 0.00 -0.02 0.00
H -2.7518 -1.4785 1.1124 0.01 -0.02 -0.04
H -3.9420 -1.1048 -1.3014 0.00 -0.02 -0.01
H -1.2347 0.1040 -1.3994 -0.24 -0.05 -0.80
H -3.9247 1.3026 -1.0766 -0.01 0.02 0.00
H -2.5166 2.1048 -1.7391 0.02 0.02 0.02
H -2.9880 1.2865 1.1691 0.00 0.01 0.01
H -2.9878 2.9415 0.5437 0.00 0.01 -0.01
H -0.9402 2.0271 1.7090 -0.05 -0.04 0.02
H 0.3675 3.4666 0.8332 0.01 -0.02 -0.01
H -0.9974 3.9145 -0.1864 0.00 0.02 0.02
H 1.1985 3.4196 -1.4059 0.02 0.04 0.03
H -0.1994 2.5334 -2.0058 0.01 -0.02 -0.02
H 3.2074 2.6203 -2.0821 -0.01 0.00 0.00
H 4.3635 1.6511 -1.1778 -0.02 -0.01 0.01
H 3.4126 2.8792 -0.3471 -0.01 0.00 0.01
H 4.8028 -0.3261 -0.3400 -0.01 -0.01 0.01
H 4.8779 -2.7683 0.0397 0.00 0.00 0.00
H 2.8078 -4.1260 -0.1139 0.01 0.02 0.01
O -0.2258 -0.9036 2.8120 -0.26 -0.10 -0.07
N 1.0897 -0.1010 2.8231 0.28 0.26 -0.39
O 1.2001 0.4839 1.7069 0.21 0.06 0.44
N -2.0978 -1.4428 1.8827 -0.08 0.01 -0.29
C -0.9159 -0.8586 1.7117 0.10 -0.09 0.53
H -2.3421 -1.8535 2.7725 0.00 0.01 0.01
```
Forces are in eV/Å.

Properties
**2S+1**: 5
**Net charge**: +1
**HOMO (alpha / beta)**: -9.59 / -11.31 eV
**Energy relative to the best compared isomer or geometry (same formula, charge and spin)**: 43.1 kcal/mol

=====

Record 2
A molecular structure, C21H17N6O9W at a distorted geometry, computed with ωB97M-V with the def2-TZVPD basis set.

```
54
Properties=species:S:1:pos:R:3:forces:R:3
W 0.1016 -0.3329 0.2645 3.41 -0.61 0.43
O 3.7869 -0.1338 -1.9204 0.21 -0.31 0.20
C 2.7831 -0.4885 -1.1463 -0.93 1.07 -0.78
O 1.6667 0.0977 -1.2325 0.49 -0.31 0.48
C 2.9075 -1.5315 -0.2010 -0.30 -0.96 0.75
C 3.9749 -2.4192 0.0068 -0.12 0.49 -0.35
C 3.7982 -3.4891 0.8441 -0.22 -0.27 0.31
C 2.5423 -3.6947 1.4481 0.34 0.03 -0.21
C 1.5582 -2.7692 1.2373 -0.24 0.23 0.14
N 1.7348 -1.6689 0.4830 0.60 -0.18 -0.14
C 0.1529 -2.8442 1.7906 0.49 0.08 -0.14
O -0.1967 -3.6856 2.5654 -0.10 -0.05 0.04
O -0.5655 -1.8324 1.3503 -0.29 -0.50 0.48
H 3.4999 0.5660 -2.5220 -0.04 0.09 -0.08
H 4.9045 -2.2453 -0.5176 0.00 -0.06 -0.03
H 4.6000 -4.1934 1.0153 0.02 0.02 -0.02
H 2.3267 -4.5629 2.0548 -0.02 0.00 0.01
O -1.9108 -2.9873 -0.7413 0.11 0.07 -0.24
C -1.6332 -1.9161 -1.1888 -0.95 -0.42 -0.50
O -0.3686 -1.4289 -1.1992 -0.44 -0.91 -0.97
C -2.6313 -0.9496 -1.8232 0.46 0.13 0.18
C -1.8592 0.0177 -2.7445 -0.26 -0.10 -0.06
C -2.8289 0.8415 -3.5896 0.06 0.02 0.07
C -3.3714 1.8468 -2.5484 0.09 -0.04 0.01
C -2.6457 1.3949 -1.2836 -0.28 -0.03 -0.07
O -1.3501 0.9662 -1.7736 -0.10 0.26 -0.27
C -3.2313 0.0621 -0.7677 0.41 0.07 0.15
C -2.7149 -0.2005 0.6503 -0.81 -0.04 -0.27
O -3.2777 -0.8455 1.4769 0.02 0.20 0.02
O -1.5289 0.4264 0.8594 -1.17 0.61 0.74
H -3.4049 -1.5290 -2.3183 -0.03 0.00 0.00
H -1.0359 -0.4305 -3.2896 0.03 -0.01 0.05
H -2.3062 1.3438 -4.4012 -0.01 0.00 -0.01
H -3.6052 0.2123 -4.0207 0.00 0.00 -0.04
H -3.0938 2.8692 -2.7991 -0.03 0.00 -0.01
H -4.4523 1.8029 -2.4308 -0.01 0.03 0.02
H -2.5276 2.1645 -0.5273 0.07 -0.05 0.03
H -4.3170 0.0367 -0.7558 -0.02 -0.04 0.02
N 1.1530 0.4023 4.4962 0.04 -0.07 0.23
C 0.9388 -0.5290 3.5719 -0.09 -0.33 -0.09
N 0.7997 0.0690 2.4040 -0.28 0.97 -0.16
C 0.9185 1.4029 2.7084 0.05 -0.77 0.33
N 1.1446 1.6321 3.9767 -0.03 0.35 -0.15
C 0.8291 2.3342 1.6239 -0.12 0.08 -0.77
C 0.9567 3.7158 1.7633 0.05 -0.19 0.40
N 0.9440 4.5386 0.7398 0.00 -0.05 -0.30
C 0.8294 3.9646 -0.4632 0.06 0.47 0.31
C 0.6854 2.6113 -0.6310 -0.09 -0.65 -0.23
N 0.6556 1.7487 0.4103 0.10 1.77 0.58
H 1.2944 0.2813 5.4868 0.00 -0.06 0.02
H 0.8784 -1.5864 3.7750 -0.04 0.04 0.06
H 1.0694 4.1345 2.7569 0.01 -0.02 -0.01
H 0.8439 4.6330 -1.3133 -0.02 -0.10 -0.10
H 0.5782 2.1771 -1.6101 -0.07 0.06 -0.03
```
Forces are in eV/Å.

Properties
**Net charge**: +1
**HOMO (alpha / beta)**: -10.72 / -9.79 eV
**Energy relative to the best compared isomer or geometry (same formula, charge and spin)**: 23.2 kcal/mol

=====

Record 3
A molecular structure, C42H49HfN6O2S3Sb at a distorted geometry, computed with ωB97M-V with the def2-TZVPD basis set.

```
104
Properties=species:S:1:pos:R:3:forces:R:3
Hf -0.4659 -0.0507 -0.4259 1.72 -1.08 -1.61
C 3.0424 4.3188 3.2558 0.03 -0.02 -0.02
C 1.5631 3.9390 3.1514 -0.02 -0.01 0.01
C 1.3387 2.5676 2.5889 0.06 0.09 0.32
C 1.3929 1.3566 3.2806 0.09 0.19 0.11
C 1.7000 1.1368 4.7313 -0.05 0.03 0.03
C 3.1328 0.6617 4.9913 0.03 0.00 -0.04
C 1.1314 0.3471 2.3396 0.01 -0.27 -0.17
N 0.9050 0.8949 1.0969 -0.17 0.04 0.17
C 1.0426 2.2569 1.2519 -0.02 -0.11 -0.40
C 0.8970 3.1887 0.1858 0.09 -0.02 0.43
C 0.6096 2.9183 -1.1107 -0.17 -0.25 -0.42
C 0.5090 3.9269 -2.1598 0.10 0.06 0.18
C 0.5778 5.4042 -1.9319 0.00 -0.01 0.01
C -0.6963 5.9505 -1.2754 -0.02 -0.04 0.01
C 0.3043 3.2790 -3.3242 -0.03 -0.13 -0.17
C 0.2317 1.8533 -3.0194 0.02 0.17 0.28
C -0.0082 0.8650 -3.9239 -0.05 -0.37 -0.05
C -0.0769 -0.5173 -3.6208 0.19 0.36 0.03
N 0.1228 -1.0496 -2.3726 -0.06 -0.25 -0.03
C 0.0470 -2.4179 -2.5433 0.07 0.06 0.35
C 0.2270 -3.3692 -1.5147 -0.08 0.02 -0.36
C 0.5012 -3.1111 -0.2078 0.19 0.35 0.33
N 0.6162 -1.8450 0.3498 -0.25 -0.18 0.06
C 0.9242 -2.0354 1.6843 -0.13 -0.17 -0.19
C 1.1249 -1.0501 2.6030 0.02 0.35 0.05
C 0.9934 -3.4624 1.9695 0.00 0.14 0.15
C 0.7362 -4.1142 0.8175 -0.01 -0.14 -0.16
C 0.7505 -5.5945 0.5911 0.00 0.00 -0.01
C 2.1630 -6.1258 0.3314 0.02 -0.01 -0.04
C 1.2408 -4.0589 3.3205 0.01 0.02 0.02
C -0.0628 -4.3185 4.0820 -0.04 0.03 0.02
C -0.2169 -2.7369 -3.8912 -0.05 -0.08 -0.23
C -0.2946 -1.5392 -4.5732 -0.05 -0.11 -0.16
C -0.5218 -1.3433 -6.0410 -0.04 -0.01 0.00
C 0.7719 -1.3740 -6.8585 0.06 0.01 0.03
C -0.4515 -4.1116 -4.4388 0.03 0.02 0.00
C -1.8670 -4.6168 -4.1433 -0.03 0.03 0.01
N 0.3828 1.6574 -1.6620 -0.27 0.14 0.31
C 0.1256 3.8785 -4.6856 -0.01 -0.02 0.00
C -1.2827 4.4386 -4.8998 -0.05 0.02 0.01
H 3.1728 5.3362 3.6337 -0.02 -0.01 0.00
H 3.5211 4.2518 2.2767 -0.01 0.00 0.01
H 3.5713 3.6387 3.9266 -0.01 0.00 -0.02
H 1.0440 4.6781 2.5368 -0.01 0.00 0.00
H 1.1033 4.0039 4.1432 0.02 0.00 0.00
H 0.9996 0.4055 5.1496 0.00 0.01 -0.01
H 1.5236 2.0668 5.2806 0.01 -0.01 -0.01
H 3.3239 -0.2825 4.4778 0.00 0.02 0.01
H 3.3210 0.5167 6.0583 -0.02 0.00 -0.01
H 3.8551 1.3870 4.6122 -0.01 -0.01 0.00
H 1.0468 4.2317 0.4362 -0.01 -0.01 0.02
H 0.7410 5.9068 -2.8890 -0.01 0.00 0.00
H 1.4436 5.6428 -1.3069 0.01 0.00 0.00
H -1.5790 5.6895 -1.8620 0.01 0.02 0.00
H -0.6525 7.0372 -1.1722 0.01 -0.01 -0.01
H -0.8436 5.5172 -0.2847 0.02 0.00 -0.02
H -0.1418 1.1483 -4.9589 -0.01 -0.01 0.00
H 0.1552 -4.4085 -1.8091 -0.02 0.01 0.00
H 1.3265 -1.3540 3.6223 0.01 0.02 0.00
H 0.1126 -5.8462 -0.2576 -0.04 0.01 0.00
H 0.3118 -6.1011 1.4549 0.05 -0.01 0.03
H 2.6066 -5.6149 -0.5252 -0.01 -0.01 0.01
H 2.1555 -7.1983 0.1239 -0.01 0.01 0.01
H 2.8136 -5.9508 1.1900 -0.02 0.02 0.00
H 1.8677 -3.3891 3.9126 0.04 0.00 -0.03
H 1.8060 -4.9889 3.2182 -0.05 -0.03 0.00
H -0.6435 -3.3963 4.1580 0.02 -0.01 0.00
H 0.1293 -4.6829 5.0938 0.02 -0.01 -0.01
H -0.6814 -5.0553 3.5660 0.02 0.02 -0.02
H -1.0340 -0.3932 -6.2099 -0.02 0.00 -0.01
H -1.2032 -2.1163 -6.4081 0.01 -0.01 0.00
H 1.4534 -0.5890 -6.5243 -0.01 -0.01 0.00
H 0.5802 -1.2311 -7.9250 -0.01 0.00 0.02
H 1.2880 -2.3276 -6.7279 -0.02 0.01 0.00
H 0.2836 -4.8109 -4.0292 -0.01 -0.01 0.02
H -0.2862 -4.1035 -5.5198 0.00 -0.01 0.00
H -2.0633 -4.6181 -3.0696 0.02 0.00 -0.01
H -2.0222 -5.6276 -4.5293 0.01 0.01 0.00
H -2.6080 -3.9544 -4.5950 0.01 -0.01 0.00
H 0.3354 3.1260 -5.4481 0.02 0.00 0.01
H 0.8654 4.6707 -4.8345 -0.03 0.02 0.01
H -2.0394 3.6752 -4.7080 0.02 -0.01 -0.02
H -1.4155 4.8024 -5.9214 0.02 0.00 0.01
H -1.4867 5.2641 -4.2157 0.02 -0.02 0.00
S -4.3824 3.5935 -1.6158 -0.06 0.03 -0.01
Sb -3.1711 1.7614 -1.9973 -0.15 0.20 0.01
S -2.6627 -1.4066 -1.2879 -0.02 0.46 -0.10
S -4.2137 -0.0539 -0.8418 0.06 -0.23 0.05
O -1.6351 1.6247 0.1869 -0.38 0.54 0.14
N -2.0412 1.6723 1.4245 -0.27 0.53 -0.22
N -1.9613 0.5495 1.9641 -0.37 -0.30 1.13
O -1.5673 -0.5027 1.3286 -0.21 -0.10 0.71
C -2.3345 0.3872 3.3632 0.28 0.08 -0.73
C -2.5250 -0.9021 3.8118 -0.05 -0.15 0.20
C -2.8501 -1.0900 5.1497 0.02 -0.03 -0.11
C -2.9669 -0.0023 6.0010 0.00 0.04 0.01
C -2.7578 1.2850 5.5195 0.01 0.00 -0.04
C -2.4331 1.4914 4.1879 -0.02 0.13 0.12
H -2.4107 -1.7267 3.1227 0.00 0.01 0.01
H -3.0063 -2.0944 5.5212 0.00 0.00 0.01
H -3.2149 -0.1553 7.0435 0.00 0.00 0.00
H -2.8372 2.1349 6.1846 0.00 -0.01 0.00
H -2.2471 2.4811 3.7948 0.00 -0.03 0.00
```
Forces are in eV/Å.

Properties
**2S+1**: 2
**Net charge**: -1
**HOMO (alpha / beta)**: -2.61 / -4.04 eV
**Energy relative to the best compared isomer or geometry (same formula, charge and spin)**: 7.4 kcal/mol

=====

Record 4
A single C5H7N molecule at a distorted geometry, computed with ωB97M-V with the def2-TZVPD basis set.

```
13
Properties=species:S:1:pos:R:3:forces:R:3
C -1.8379 2.1680 -0.4959 0.04 -0.44 0.17
C -1.4272 1.0707 -0.2158 -0.32 0.49 0.32
C -0.7684 -0.1621 0.1993 0.12 0.20 0.26
C 0.3150 0.0032 1.3451 -0.22 0.05 -0.31
N 0.6369 -0.0908 -0.0394 0.46 0.82 -0.69
C 1.2276 -1.1829 -0.7511 0.33 -0.07 -0.14
H -2.2060 3.1472 -0.7068 0.03 -0.19 -0.06
H -1.2596 -1.0704 -0.1921 0.26 0.18 1.11
H 0.7972 -0.6473 2.0993 -1.12 -0.47 -0.66
H 0.3503 1.0430 1.6942 -0.06 -0.33 -0.13
H 0.8912 -1.0412 -1.7850 0.31 -0.21 0.07
H 0.9831 -2.2249 -0.4620 -0.07 0.38 0.32
H 2.2978 -1.0125 -0.6898 0.24 -0.41 -0.24
```
Forces are in eV/Å.

Properties
**SMILES**: C#C[C@@H]1CN1C
**HOMO**: -8.72 eV
**Energy relative to the best compared isomer or geometry (same formula, charge and spin)**: 92.9 kcal/mol